Entry from the OMol25 dataset: a cluster of 2 separate species, C4H6N2 in total (ωB97M-V/def2-TZVPD).

Atoms and positions in Å:
N -1.520 -0.181 -0.345
C -0.123 0.354 -0.406
C 0.576 -0.535 -1.252
C -0.451 -0.754 0.557
C 0.144 1.713 0.018
N 0.398 2.808 0.287
H -2.233 0.351 0.145
H -1.790 -0.637 -1.222
H 1.654 -0.364 -1.073
H 2.092 -0.519 1.342
H -0.175 -1.774 0.268
H 1.428 -0.461 1.681

Summary:
HOMO-LUMO gap (eV): 9.524

Mulliken population analysis, charges in e, atoms 1 to 2: atom 1 (N): -0.18, atom 2 (C): 0.69

---

Entry from the OMol25 dataset: a cluster of 2 separate species, C11H15F3O4 in total (ωB97M-V/def2-TZVPD).

Atoms and positions in Å:
O -3.807 -2.915 1.666
C -2.704 -3.250 1.519
C -1.866 -2.947 0.266
C -0.458 -3.365 0.678
C 0.677 -2.358 0.646
C 0.526 -1.174 1.626
C 0.171 0.125 0.975
F 0.065 1.063 1.915
F -0.957 0.120 0.325
F 1.131 0.526 0.183
C -0.702 -4.197 1.938
O -2.015 -3.942 2.449
H -2.064 -1.897 0.075
H -2.231 -3.457 -0.615
H -0.121 -4.123 -0.029
H 0.883 -1.982 -0.350
H 1.571 -2.895 0.950
H 1.492 -1.002 2.088
H -0.154 -1.382 2.444
H 0.102 -4.307 2.658
H -0.800 -5.215 1.548
O 2.423 3.739 -4.050
C 1.717 3.977 -3.115
C 1.679 3.242 -1.789
C 0.360 3.718 -1.189
C 0.214 5.102 -1.802
O 0.835 5.010 -3.095
H 2.537 3.553 -1.190
H 1.695 2.167 -1.942
H 0.344 3.726 -0.101
H -0.452 3.074 -1.531
H 0.732 5.870 -1.223
H -0.825 5.397 -1.925

Summary:
HOMO-LUMO gap (eV): 10.657
SMILES: O=C1C[C@@H](CCC(F)(F)F)CO1.O=C1CCCO1

Mulliken population analysis, charges in e, atoms 1 to 2: atom 1 (O): -0.53, atom 2 (C): 0.54

---

Entry from the OMol25 dataset: a structure of composition C27H41F9IrOP2 (ωB97M-V/def2-TZVPD).

Atoms and positions in Å:
Ir -0.138 -2.631 0.072
C -1.721 -1.371 2.584
C -1.338 -2.539 1.800
C 0.497 -1.820 3.043
C -0.606 -1.009 3.366
C 0.055 -2.858 2.123
C -3.065 -0.795 2.692
H -3.649 -0.903 1.765
H -2.977 0.275 2.922
H -3.638 -1.258 3.515
C -0.630 -0.005 4.447
H -1.621 0.435 4.603
H 0.077 0.795 4.208
H -0.319 -0.454 5.401
C 1.799 -1.755 3.677
H 1.794 -2.247 4.659
H 2.124 -0.719 3.818
H 2.508 -2.280 3.038
C 0.673 -4.118 1.721
H 0.079 -4.979 2.043
H 1.691 -4.194 2.109
H 0.755 -4.147 0.570
C -2.222 -3.488 1.117
H -2.323 -4.415 1.699
H -1.760 -3.751 0.104
H -3.187 -3.008 0.939
C -1.630 2.140 0.205
C -2.792 1.497 0.006
C -3.023 0.382 -0.997
C -1.991 -0.703 -1.496
C -0.552 -1.039 -1.120
C 0.659 -0.150 -1.383
C 0.662 1.232 -0.731
C -0.542 2.181 -0.839
H -3.514 0.809 -1.893
H -2.007 -0.653 -2.605
H -3.826 -0.219 -0.549
H -1.035 2.120 -1.830
H -1.380 2.587 1.181
H -3.646 1.682 0.658
H -0.086 3.182 -0.761
H 0.854 1.052 0.347
H 1.499 -0.682 -0.871
H 1.558 1.749 -1.102
H -2.506 -1.656 -1.297
H -0.314 -2.139 -1.607
P -1.030 1.157 -3.711
C -0.914 2.977 -4.117
C -2.029 0.696 -5.182
P 1.134 -0.700 -3.091
C 0.696 0.719 -4.176
C 0.356 -2.085 -3.938
C 2.901 -0.886 -3.316
H -0.012 3.431 -3.681
H -1.792 3.497 -3.710
H -0.894 3.099 -5.212
H -1.671 1.248 -6.061
H -3.071 0.973 -4.975
H -1.987 -0.382 -5.368
H 3.192 -0.504 -4.304
H 3.161 -1.948 -3.239
H 3.430 -0.320 -2.545
H 1.406 1.541 -3.961
H 0.742 0.440 -5.251
H 1.014 -2.959 -3.873
H 0.190 -1.854 -5.000
H -0.604 -2.341 -3.491
F 4.057 0.571 3.084
C 3.604 1.445 2.139
F 4.579 2.387 1.960
F 3.500 0.743 0.980
C 2.182 2.070 2.546
O 1.204 1.250 2.338
C 2.307 2.536 4.086
F 1.290 3.376 4.420
F 2.226 1.466 4.927
F 3.482 3.168 4.371
C 2.065 3.445 1.708
F 2.819 4.466 2.201
F 2.448 3.273 0.403
F 0.773 3.869 1.688

Summary:
Expectation value of S²: 8.778
HOMO-LUMO gap (alpha / beta) (eV): 7.242 / 4.220
Total charge: +2
Multiplicity: 6

Mulliken population analysis, charges in e, atoms 1 to 2: atom 1 (Ir): 0.26, atom 2 (C): 0.32

---

Entry from the OMol25 dataset: a cluster of 2 separate species, C8H10NO2 in total (ωB97M-V/def2-TZVPD).

Atoms and positions in Å:
C 2.670 -0.184 0.398
C 2.377 1.194 0.027
C 1.695 -1.171 0.279
C 1.065 1.557 -0.362
C 0.378 -0.824 -0.155
C 0.119 0.508 -0.391
C -0.791 -1.629 -0.558
C -1.252 0.578 -0.870
N -1.705 -0.635 -0.870
O -2.016 1.552 -1.162
O -1.957 0.044 1.732
H 3.600 -0.638 0.583
H 3.227 1.923 -0.152
H 1.934 -2.170 0.662
H 0.724 2.551 -0.426
H -0.549 -2.217 -1.449
H -1.136 -2.275 0.214
H -2.676 -0.836 -1.051
H -1.268 -0.117 2.327
H -1.726 2.522 -1.005
H -2.712 0.269 2.227

Summary:
Expectation value of S²: 2.015
HOMO-LUMO gap (alpha / beta) (eV): 5.357 / 5.803
Total charge: +1
Multiplicity: 3

Mulliken population analysis, charges in e, atoms 1 to 2: atom 1 (C): -0.77, atom 2 (C): -0.22